# 1
The following is a quantum chemistry calculation of 8 unconnected molecules or ions with the total composition C20H62O26P6 at a distorted geometry, from the OMol25 dataset.

Calculated values
Total energy ... -4804.12572 a.u.
ΔE to the lowest compared entry with this formula, charge and spin ... 0.614 eV
Largest force on an atom ... 0.0283 hartree/bohr
SMILES string ... COP(=O)(OC)OC.COP(=O)(OC)OC.COP(=O)(OC)OC.COP(=O)(OC)OC.COP(=O)(OC)OC.COP(=O)(OC)OC.CO.CO
HOMO level ... -9.51 eV

Bonds (Å) are listed after each position.
Positions of all 114 atoms, in Å:
1 C 22.53177 6.38566 -34.66879  O2 1.427, H9 1.093, H10 1.086, H11 1.088
2 O 21.29804 6.94549 -35.11712  C1 1.427, P3 1.579
3 P 21.15197 8.00191 -36.28213  O2 1.579, O4 1.477, O5 1.602, O7 1.588
4 O 21.49713 7.47347 -37.61724  P3 1.477
5 O 19.64209 8.50460 -36.09586  P3 1.602, C6 1.438
6 C 18.59431 7.53361 -35.92962  O5 1.438, H12 1.089, H13 1.089, H14 1.087
7 O 21.95707 9.26121 -35.74711  P3 1.588, C8 1.443
8 C 22.62045 10.11936 -36.69932  O7 1.443, H15 1.092, H16 1.087, H17 1.087
9 H 23.32543 6.64785 -35.37287  C1 1.093
10 H 22.38437 5.30952 -34.67314  C1 1.086
11 H 22.80831 6.77729 -33.69253  C1 1.088
12 H 17.92511 7.67049 -36.77733  C6 1.089
13 H 18.05808 7.76745 -35.01128  C6 1.089
14 H 18.94884 6.50754 -35.87086  C6 1.087
15 H 21.98573 10.96289 -36.98002  C8 1.092
16 H 22.88646 9.58032 -37.60499  C8 1.087
17 H 23.48163 10.53511 -36.18335  C8 1.087
18 C 29.87834 4.97878 -38.25730  O19 1.424, H26 1.091, H27 1.091, H28 1.086
19 O 29.14583 5.05641 -37.03901  C18 1.424, P20 1.596
20 P 28.59324 6.44662 -36.48276  O19 1.596, O21 1.470, O22 1.597, O24 1.604
21 O 29.62444 7.40675 -36.06375  P20 1.470
22 O 27.59250 5.98803 -35.32612  P20 1.597, C23 1.420
23 C 26.40273 5.28305 -35.64913  O22 1.420, H29 1.094, H30 1.092, H31 1.087
24 O 27.63401 6.86681 -37.69793  P20 1.604, C25 1.436
25 C 27.18138 8.21962 -37.86031  O24 1.436, H32 1.095, H33 1.085, H34 1.089
26 H 30.14227 5.96257 -38.64701  C18 1.091
27 H 29.28075 4.49824 -39.03338  C18 1.091
28 H 30.76233 4.37784 -38.06353  C18 1.086
29 H 25.55901 5.96299 -35.50201  C23 1.094
30 H 26.24437 4.49073 -34.91467  C23 1.092
31 H 26.35233 4.83254 -36.63725  C23 1.087
32 H 27.64501 8.98615 -37.23086  C25 1.095
33 H 26.10384 8.23049 -37.73129  C25 1.085
34 H 27.51166 8.56274 -38.83943  C25 1.089
35 C 24.02223 13.33025 -39.58078  O36 1.429, H43 1.091, H44 1.093, H45 1.086
36 O 25.26599 12.94103 -40.16698  C35 1.429, P37 1.590
37 P 25.90272 11.52684 -39.81544  O36 1.590, O38 1.473, O39 1.593, O41 1.607
38 O 25.10787 10.70028 -38.89124  P37 1.473
39 O 27.40700 11.77646 -39.35553  P37 1.593, C40 1.438
40 C 28.31484 12.61875 -40.08604  O39 1.438, H46 1.091, H47 1.084, H48 1.089
41 O 26.06591 10.88765 -41.28108  P37 1.607, C42 1.415
42 C 26.96139 9.81375 -41.49771  O41 1.415, H49 1.093, H50 1.088, H51 1.092
43 H 24.11811 14.35136 -39.20964  C35 1.091
44 H 23.75897 12.76706 -38.68236  C35 1.093
45 H 23.22395 13.19636 -40.30514  C35 1.086
46 H 29.01191 12.00497 -40.65771  C40 1.091
47 H 28.83898 13.24810 -39.37541  C40 1.084
48 H 27.76408 13.20816 -40.81696  C40 1.089
49 H 26.70418 9.41261 -42.48146  C42 1.093
50 H 26.87592 8.98006 -40.80323  C42 1.088
51 H 28.00046 10.13828 -41.58700  C42 1.092
52 C 26.62097 15.89002 -41.64270  O53 1.429, H60 1.086, H61 1.090, H62 1.095
53 O 27.11043 15.76696 -40.30555  C52 1.429, P54 1.605
54 P 27.19159 17.07406 -39.37794  O53 1.605, O55 1.454, O56 1.593, O58 1.600
55 O 25.95303 17.81921 -39.22503  P54 1.454
56 O 27.85940 16.46424 -38.06599  P54 1.593, C57 1.433
57 C 27.18203 15.50124 -37.24829  O56 1.433, H63 1.091, H64 1.089, H65 1.089
58 O 28.41443 17.89012 -40.01034  P54 1.600, C59 1.427
59 C 28.95957 18.99558 -39.29200  O58 1.427, H66 1.090, H67 1.091, H68 1.092
60 H 25.82799 15.16441 -41.79653  C52 1.086
61 H 27.45158 15.79960 -42.34313  C52 1.090
62 H 26.20134 16.88309 -41.83219  C52 1.095
63 H 26.29217 15.14002 -37.76606  C57 1.091
64 H 26.90568 15.93354 -36.28743  C57 1.089
65 H 27.87958 14.68433 -37.06703  C57 1.089
66 H 28.82561 19.93853 -39.82206  C59 1.090
67 H 30.02334 18.78796 -39.16740  C59 1.091
68 H 28.50775 19.12262 -38.30574  C59 1.092
69 C 24.94595 13.28850 -30.70207  O70 1.428, H77 1.090, H78 1.094, H79 1.088
70 O 25.52326 12.70825 -29.53241  C69 1.428, P71 1.594
71 P 27.04549 12.93810 -29.12095  O70 1.594, O72 1.466, O73 1.613, O75 1.608
72 O 27.45657 12.32986 -27.85214  P71 1.466
73 O 27.87097 12.48424 -30.42982  P71 1.613, C74 1.430
74 C 28.07783 11.07979 -30.59901  O73 1.430, H80 1.086, H81 1.093, H82 1.090
75 O 27.17638 14.53673 -29.23422  P71 1.608, C76 1.435
76 C 28.41116 15.09722 -28.76390  O75 1.435, H83 1.087, H84 1.090, H85 1.091
77 H 23.99621 13.76560 -30.46024  C69 1.090
78 H 24.72363 12.44238 -31.35871  C69 1.094
79 H 25.60283 13.99053 -31.21125  C69 1.088
80 H 27.37030 10.68270 -31.32101  C74 1.086
81 H 28.03268 10.56637 -29.63485  C74 1.093
82 H 29.10165 10.87088 -30.91065  C74 1.090
83 H 29.21703 14.36793 -28.75821  C76 1.087
84 H 28.28393 15.55198 -27.78150  C76 1.090
85 H 28.64358 15.92483 -29.43539  C76 1.091
86 C 25.68226 8.87761 -34.31124  O87 1.440, H94 1.090, H95 1.086, H96 1.090
87 O 25.98613 10.05785 -33.54456  C86 1.440, P88 1.581
88 P 26.55027 11.33157 -34.29184  O87 1.581, O89 1.465, O90 1.598, O92 1.592
89 O 26.69600 12.52048 -33.44767  P88 1.465
90 O 27.87881 10.71504 -34.93075  P88 1.598, C91 1.432
91 C 28.79737 11.57603 -35.61227  O90 1.432, H97 1.094, H98 1.088, H99 1.088
92 O 25.59399 11.55716 -35.54397  P88 1.592, C93 1.427
93 C 25.59421 12.80710 -36.23184  O92 1.427, H100 1.086, H101 1.093, H102 1.089
94 H 24.70544 8.53376 -33.97015  C86 1.090
95 H 26.44495 8.13607 -34.09266  C86 1.086
96 H 25.58146 9.07714 -35.37763  C86 1.090
97 H 28.38353 12.56862 -35.81355  C91 1.094
98 H 29.05684 11.15526 -36.58113  C91 1.088
99 H 29.65334 11.71965 -34.95587  C91 1.088
100 H 26.00547 12.76239 -37.23611  C93 1.086
101 H 26.19606 13.53453 -35.68149  C93 1.093
102 H 24.56589 13.16336 -36.20770  C93 1.089
103 C 25.29259 16.19818 -33.45933  O104 1.425, H105 1.096, H106 1.085, H107 1.095
104 O 26.39772 15.46349 -33.97943  C103 1.425, H108 0.967
105 H 25.46784 16.40762 -32.39819  C103 1.096
106 H 25.20269 17.11258 -34.03727  C103 1.085
107 H 24.36529 15.61648 -33.49774  C103 1.095
108 H 26.38895 14.58275 -33.58111  O104 0.967
109 C 29.59027 8.07925 -32.84411  O110 1.410, H111 1.091, H112 1.093, H113 1.096
110 O 30.76938 7.64434 -33.48320  C109 1.410, H114 0.974
111 H 29.72696 8.08837 -31.76186  C109 1.091
112 H 29.30156 9.09887 -33.11318  C109 1.093
113 H 28.75438 7.40640 -33.06480  C109 1.096
114 H 30.59254 7.70882 -34.43920  O110 0.974

***

# 2
The following is a quantum chemistry calculation of 9 unconnected molecules or ions with the total composition C20H63N5O9 at a distorted geometry, from the OMol25 dataset.

Calculated values
Total energy ... -1750.26313 a.u.
ΔE to the lowest compared entry with this formula, charge and spin ... 0.322 eV
Largest force on an atom ... 0.0743 hartree/bohr
2S+1 ... 2
Charge ... +1
HOMO level (alpha / beta) ... -11.02 / -11.02 eV

Bonds (Å) are listed after each position.
Positions of all 97 atoms, in Å:
1 C -3.52209 -1.95307 1.12032  C2 1.535, H7 1.090, H8 1.090, H9 1.090
2 C -3.07383 -2.34019 2.53630  C1 1.535, C3 1.580, N6 1.450, H10 1.090
3 C -2.87042 -1.14090 3.54536  C2 1.580, O4 1.456, H11 1.090, H12 1.090
4 O -1.88966 -0.16843 3.08467  C3 1.456, C5 1.384
5 C -0.57975 -0.61078 3.03417  O4 1.384, H13 1.090, H14 1.090, H15 1.090
6 N -4.07316 -3.29212 2.98180  C2 1.450, H16 1.010, H17 1.010
7 H -2.73937 -1.39782 0.60344  C1 1.090
8 H -4.43806 -1.39922 1.32616  C1 1.090
9 H -3.89080 -2.79128 0.52909  C1 1.090
10 H -2.14041 -2.89351 2.43305  C2 1.090
11 H -2.76918 -1.49000 4.57296  C3 1.090
12 H -3.76976 -0.52531 3.56384  C3 1.090
13 H -0.48231 -1.48122 2.38537  C5 1.090
14 H -0.18005 -0.78756 4.03272  C5 1.090
15 H -0.04269 0.19489 2.53360  C5 1.090
16 H -4.07795 -4.07617 2.34513  N6 1.010
17 H -3.81729 -3.74661 3.84670  N6 1.010
18 C 1.80600 -3.95863 -0.26765  C19 1.524, H24 1.090, H25 1.090, H26 1.090
19 C 2.98346 -3.12744 0.22832  C18 1.524, C20 1.530, N23 1.449, H27 1.090
20 C 4.35017 -3.78953 0.41746  C19 1.530, O21 1.414, H28 1.090, H29 1.090
21 O 5.29776 -2.82538 0.83170  C20 1.414, C22 1.434
22 C 5.28521 -2.59528 2.24686  O21 1.434, H30 1.090, H31 1.090, H32 1.090
23 N 3.12860 -2.01862 -0.69335  C19 1.449, H33 1.010, H34 1.010
24 H 1.74351 -4.87317 0.32209  C18 1.090
25 H 1.92317 -4.17994 -1.32850  C18 1.090
26 H 0.84996 -3.43597 -0.23742  C18 1.090
27 H 2.74285 -2.70793 1.20516  C19 1.090
28 H 4.71077 -4.15639 -0.54352  C20 1.090
29 H 4.44427 -4.74218 0.93872  C20 1.090
30 H 6.07096 -1.88427 2.50213  C22 1.090
31 H 5.54846 -3.45632 2.86120  C22 1.090
32 H 4.38021 -2.13460 2.64291  C22 1.090
33 H 2.60608 -1.28260 -0.24019  N23 1.010
34 H 4.02448 -1.66265 -0.39202  N23 1.010
35 C 1.40051 4.22860 -3.77627  C36 1.531, H41 1.090, H42 1.090, H43 1.090
36 C 0.99886 3.84745 -2.34870  C35 1.531, C37 1.525, N40 1.473, H44 1.090
37 C -0.50248 3.76027 -2.09449  C36 1.525, O38 1.441, H45 1.090, H46 1.090
38 O -0.96514 5.11613 -1.94095  C37 1.441, C39 1.398
39 C -2.30808 5.33469 -1.62153  O38 1.398, H47 1.090, H48 1.090, H49 1.090
40 N 1.73689 2.59746 -2.09826  C36 1.473, H50 1.010, H51 1.010
41 H 1.09635 5.26492 -3.92328  C35 1.090
42 H 1.01909 3.57489 -4.56067  C35 1.090
43 H 2.45999 4.22432 -4.03236  C35 1.090
44 H 1.42252 4.58086 -1.66261  C36 1.090
45 H -0.64819 3.24890 -1.14298  C37 1.090
46 H -0.94734 3.23866 -2.94191  C37 1.090
47 H -2.88464 5.17080 -2.53192  C39 1.090
48 H -2.42339 6.34212 -1.22167  C39 1.090
49 H -2.53313 4.67660 -0.78226  C39 1.090
50 H 1.46190 1.86147 -2.73293  N40 1.010
51 H 1.58806 2.23786 -1.16625  N40 1.010
52 C 1.55095 3.01447 2.31934  C53 1.502, H58 1.090, H59 1.090, H60 1.090
53 C 2.98563 3.26382 2.68945  C52 1.502, C54 1.531, N57 1.430, H61 1.090
54 C 3.36964 2.68571 4.05414  C53 1.531, O55 1.406, H62 1.090, H63 1.090
55 O 2.63578 3.38193 5.03008  C54 1.406, C56 1.407
56 C 2.77676 2.95919 6.36483  O55 1.407, H64 1.090, H65 1.090, H66 1.090
57 N 3.82557 2.76352 1.64544  C53 1.430, H67 1.010, H68 1.010
58 H 1.33329 1.96190 2.13816  C52 1.090
59 H 1.32549 3.45704 1.34908  C52 1.090
60 H 0.81160 3.50731 2.95066  C52 1.090
61 H 2.99502 4.34724 2.80869  C53 1.090
62 H 4.44455 2.83875 4.15028  C54 1.090
63 H 3.10904 1.62883 4.11072  C54 1.090
64 H 2.18518 2.16105 6.81327  C56 1.090
65 H 2.64254 3.72416 7.12961  C56 1.090
66 H 3.82983 2.72363 6.51865  C56 1.090
67 H 3.72681 3.46965 0.93009  N57 1.010
68 H 4.80018 2.72120 1.90709  N57 1.010
69 C -4.45287 -3.14916 -5.82922  C70 1.516, H75 1.090, H76 1.090, H77 1.090
70 C -4.80004 -3.46304 -4.38690  C69 1.516, C71 1.496, N74 1.419, H78 1.090
71 C -4.47738 -2.33985 -3.45348  C70 1.496, O72 1.489, H79 1.090, H80 1.090
72 O -3.13740 -1.76720 -3.76132  C71 1.489, C73 1.454
73 C -2.20312 -1.93463 -2.66005  O72 1.454, H81 1.090, H82 1.090, H83 1.090
74 N -6.19133 -3.73848 -4.35392  C70 1.419, H84 1.010, H85 1.010
75 H -4.73985 -4.04035 -6.38735  C69 1.090
76 H -3.38589 -2.97973 -5.97398  C69 1.090
77 H -4.93971 -2.22902 -6.15237  C69 1.090
78 H -4.23327 -4.31248 -4.00568  C70 1.090
79 H -4.65797 -2.75344 -2.46130  C71 1.090
80 H -5.21468 -1.53803 -3.41386  C71 1.090
81 H -2.51930 -1.33569 -1.80601  C73 1.090
82 H -1.21650 -1.54877 -2.91655  C73 1.090
83 H -2.12624 -2.96305 -2.30715  C73 1.090
84 H -6.63160 -2.82961 -4.36826  N74 1.010
85 H -6.37409 -4.08691 -3.42371  N74 1.010
86 O -2.03181 1.85749 1.21750  H87 0.957, H88 0.957
87 H -2.10734 1.16774 1.87687  O86 0.957
88 H -1.45984 1.48590 0.54593  O86 0.957
89 O 2.56705 0.68921 0.29038  H90 0.957, H91 0.957
90 H 3.22989 0.54204 -0.38432  O89 0.957
91 H 3.01271 1.21600 0.95379  O89 0.957
92 O -0.07528 0.41046 -0.63652  H93 0.957, H94 0.957
93 H 0.23934 0.42012 -1.54048  O92 0.957
94 H 0.72067 0.38028 -0.10569  O92 0.957
95 O 0.44346 0.57747 -3.56217  H96 0.957, H97 0.957
96 H 1.20833 0.51118 -4.13385  O95 0.957
97 H -0.30436 0.56605 -4.15955  O95 0.957